Entry 1:
Computed, not measured: C3H6ClNS in the gas phase, with ωB97M-V/def2-TZVPD.

Each line ends with the natural charge from an NBO analysis.
Element x y z (Å)
Cl1 -0.02 2.86 0.35  -0.0745
S1 -2.19 -2.63 -0.23  -0.1542
N1 -0.61 -0.46 -0.57  -0.5686
C1 0.65 1.24 0.74  -0.3765
C2 0.60 0.27 -0.44  -0.2376
C3 -0.81 -1.72 -0.22  -0.0721
H1 0.07 -2.35 0.01  0.1925
H2 -1.46 0.08 -0.72  0.4066
H3 0.77 0.86 -1.35  0.2207
H4 1.61 1.40 1.12  0.2193
H5 0.03 0.96 1.63  0.2281
H6 1.37 -0.51 -0.31  0.2162

Its SMILES is S=CNCCCl. Its net charge is 0. As for the strongest force on any atom: 2.3 eV Å⁻¹. The calculation puts the total energy at -28055.7415 eV. For the HOMO energy, the calculation gives -8.438 eV. For the relative energy (zero: lowest compared OMol25 entry of this formula, charge and spin), the calculation gives 60.2 kJ/mol. The HOMO-LUMO gap is 9.14 eV.


Entry 2:
Computed, not measured: a gas-phase ion, C3H6ClO2Si (charge -1), with ωB97M-V/def2-TZVPD.

Each line ends with the natural charge from an NBO analysis.
Element x y z (Å)
Cl1 0.07 0.75 4.54  -0.5255
Si1 -0.73 0.08 2.72  1.4022
O1 0.71 0.56 1.98  -0.8540
O2 -1.05 -0.08 0.90  -0.8384
C1 0.72 0.60 -0.52  -0.4817
C2 0.18 0.42 0.69  0.5982
C3 -0.21 0.17 -1.63  -0.6044
H1 -1.70 1.22 2.86  -0.2475
H2 -0.59 -0.88 -1.43  0.2071
H3 -1.12 -1.41 2.80  -0.2211
H4 1.68 1.05 -0.79  0.2010
H5 0.49 0.12 -2.64  0.1692
H6 -1.12 0.85 -1.74  0.1950

Its net charge is -1. As for the strongest force on any atom: 3.0 eV Å⁻¹. The calculation puts the total energy at -27706.3258 eV. For the HOMO energy, the calculation gives -3.805 eV. For the relative energy (zero: lowest compared OMol25 entry of this formula, charge and spin), the calculation gives 52.5 kJ/mol. The HOMO-LUMO gap is 7.68 eV.


Entry 3:
Computed, not measured: 2 unconnected molecules or ions with the total composition C3H6ClO4P, with ωB97M-V/def2-TZVPD.

Each line ends with the natural charge from an NBO analysis.
Element x y z (Å)
Cl1 0.83 -7.13 -7.31  -1.0000
P1 -0.57 0.52 2.57  2.4703
O1 -0.32 1.84 2.03  -1.1909
O2 -1.90 0.21 3.22  -1.1377
O3 -1.03 -0.31 0.74  -0.6731
O4 0.68 -0.32 2.81  -1.1446
C1 -0.21 0.24 -0.03  0.6918
C2 1.24 0.05 0.11  -0.8344
C3 -0.79 1.15 -1.11  -0.7091
H1 -0.22 2.05 -1.27  0.2294
H2 -0.68 0.38 -1.79  0.2268
H3 -1.90 1.28 -0.83  0.2392
H4 1.25 0.22 1.34  0.3814
H5 1.83 0.76 -0.45  0.2002
H6 1.78 -0.92 -0.02  0.2508

Its net charge is -2. As for the strongest force on any atom: 4.1 eV Å⁻¹. The calculation puts the total energy at -33212.8317 eV. For the HOMO energy, the calculation gives -2.231 eV. For the relative energy (zero: lowest compared OMol25 entry of this formula, charge and spin), the calculation gives 69.4 kJ/mol. The HOMO-LUMO gap is 7.28 eV.


Entry 4:
Computed, not measured: C3H6ClPS2 in the gas phase, with ωB97M-V/def2-TZVPD.

Each line ends with the natural charge from an NBO analysis.
Element x y z (Å)
Cl1 -3.53 0.71 0.24  -0.2227
S1 -0.45 2.11 0.52  -0.1454
S2 -0.48 -2.66 -0.01  0.4672
P1 -1.79 0.02 -0.37  0.6943
C1 0.80 -1.64 0.75  -0.7985
C2 0.91 1.83 -0.74  -0.7396
C3 -1.88 -1.72 -0.26  -0.6560
H1 1.71 -2.19 0.96  0.2464
H2 0.70 0.99 -1.42  0.2201
H3 1.01 2.90 -1.22  0.2410
H4 1.69 1.53 -0.09  0.2110
H5 0.89 -0.84 -0.02  0.2276
H6 0.41 -1.05 1.65  0.2545

Its SMILES is CSC#P(Cl)SC. Its net charge is 0. As for the strongest force on any atom: 2.9 eV Å⁻¹. The calculation puts the total energy at -46686.6060 eV. For the HOMO energy (alpha / beta), the calculation gives -8.498 / -8.494 eV. For the relative energy (zero: lowest compared OMol25 entry of this formula, charge and spin), the calculation gives 413.6 kJ/mol. The HOMO-LUMO gap (alpha / beta) is 6.77 / 6.76 eV.


Entry 5:
Computed, not measured: a molecular structure, C3H6CoO3, with ωB97M-V/def2-TZVPD.

Each line ends with the natural charge from an NBO analysis.
Element x y z (Å)
Co1 -1.46 2.04 -0.16  0.9191
O1 -0.93 -2.33 0.41  -0.0572
O2 0.29 0.79 0.06  -0.6207
O3 0.53 2.78 0.50  -0.7668
C1 -0.51 -1.41 -0.64  -0.1736
C2 1.19 1.63 0.50  0.5423
C3 0.64 -0.61 -0.10  -0.0896
H1 1.07 3.53 0.77  0.5807
H2 -1.70 -1.96 0.87  0.5280
H3 -0.12 -2.02 -1.47  0.3172
H4 0.80 -1.02 0.95  0.2667
H5 -1.33 -0.75 -0.95  0.2548
H6 1.53 -0.66 -0.74  0.2990

Its net charge is +2. As for the strongest force on any atom: 3.1 eV Å⁻¹. The calculation puts the total energy at -46950.4494 eV. For the HOMO energy (alpha / beta), the calculation gives -16.397 / -18.912 eV. For the relative energy (zero: lowest compared OMol25 entry of this formula, charge and spin), the calculation gives 363.8 kJ/mol. As for the expectation value of S²: 8.757. Its spin multiplicity is 6. The HOMO-LUMO gap (alpha / beta) is 8.17 / 4.07 eV.


Entry 6:
Computed, not measured: a molecular structure, C3H6CuO2, with ωB97M-V/def2-TZVPD.

Each line ends with the natural charge from an NBO analysis.
Element x y z (Å)
Cu1 -0.13 -1.88 0.69  0.7849
O1 -1.83 -1.04 0.86  -1.0028
O2 0.82 0.15 0.50  -0.6744
C1 -0.32 0.44 -0.36  -0.2139
C2 1.76 -0.51 -0.38  -0.6802
C3 -1.61 0.25 0.42  -0.0884
H1 -2.43 0.61 -0.26  0.1186
H2 -0.24 1.50 -0.68  0.1279
H3 2.64 -0.76 0.24  0.1462
H4 0.66 -0.02 -1.36  0.2288
H5 -1.62 0.98 1.27  0.1163
H6 2.30 0.27 -0.96  0.1370

Its net charge is -1. As for the strongest force on any atom: 3.8 eV Å⁻¹. The calculation puts the total energy at -51937.2320 eV. For the HOMO energy, the calculation gives -2.557 eV. The HOMO-LUMO gap is 6.17 eV.


Entry 7:
Computed, not measured: a molecular structure, C3H6CuO3, with ωB97M-V/def2-TZVPD.

Each line ends with the natural charge from an NBO analysis.
Element x y z (Å)
Cu1 -2.47 1.57 -1.50  1.5753
O1 -0.56 1.16 -2.15  -0.7384
O2 -1.61 0.32 -0.48  -0.5935
O3 0.47 -0.36 -0.86  -0.3668
C1 0.82 -0.11 1.60  -0.6711
C2 -0.59 0.23 -1.19  1.0171
C3 0.38 -1.04 0.50  -0.0865
H1 -0.02 0.50 1.97  0.2272
H2 -0.60 -1.50 0.67  0.2341
H3 1.19 -0.72 2.44  0.2933
H4 1.08 -1.87 0.35  0.2551
H5 0.29 1.28 -2.61  0.6026
H6 1.63 0.55 1.27  0.2514

Its net charge is +2. As for the strongest force on any atom: 4.8 eV Å⁻¹. The calculation puts the total energy at -53968.0220 eV. For the HOMO energy (alpha / beta), the calculation gives -20.165 / -20.155 eV. For the relative energy (zero: lowest compared OMol25 entry of this formula, charge and spin), the calculation gives 0.0 kJ/mol. As for the expectation value of S²: 0.753. Its spin multiplicity is 2. The HOMO-LUMO gap (alpha / beta) is 8.37 / 5.25 eV.


Entry 8:
Computed, not measured: a molecular structure, C3H6EuO, with ωB97M-V/def2-TZVPD.

Each line ends with the Mulliken spin population.
Element x y z (Å)
Eu1 -1.15 -0.92 0.58  7.0204
O1 0.97 -0.08 -0.07  -0.0251
C1 0.51 0.36 -1.42  0.0037
C2 -0.97 0.62 -1.19  -0.0919
C3 2.02 0.61 0.48  0.0898
H1 0.97 1.34 -1.62  -0.0092
H2 2.70 1.11 -0.22  0.0094
H3 1.02 -0.24 -2.19  -0.0035
H4 -1.57 0.38 -2.08  -0.0027
H5 2.26 0.35 1.51  0.0094
H6 -0.93 1.75 -0.80  -0.0003

Its net charge is +2. As for the strongest force on any atom: 7.1 eV Å⁻¹. The calculation puts the total energy at -24562.2400 eV. For the HOMO energy (alpha / beta), the calculation gives -16.728 / -17.001 eV. As for the expectation value of S²: 15.793. Its spin multiplicity is 8. The HOMO-LUMO gap (alpha / beta) is 5.29 / 5.97 eV.


Entry 9:
Computed, not measured: a molecular structure, C3H6F11K3NO16S5, with ωB97M-V/def2-TZVPD.

Each line ends with the natural charge from an NBO analysis.
Element x y z (Å)
K1 -1.62 1.11 2.73  0.9721
K2 2.21 3.91 1.51  0.9802
K3 0.15 0.27 -4.01  0.9755
S1 -3.45 0.39 -3.45  2.3142
S2 -2.10 -4.63 -2.35  2.2985
S3 1.00 0.26 0.07  2.3402
S4 -0.31 4.24 4.28  2.4445
S5 1.04 2.26 4.48  2.3949
F1 3.62 0.25 -0.47  -0.3442
F2 -1.67 1.31 -1.59  -0.3508
F3 1.84 1.40 3.41  -0.5040
F4 -1.08 5.15 3.23  -0.4951
F5 3.13 0.10 1.60  -0.3225
F6 2.85 -1.62 0.29  -0.2953
F7 0.26 -4.02 -1.30  -0.3210
F8 -0.80 -2.30 -2.03  -0.3313
F9 -2.94 -0.32 -0.94  -0.3082
F10 0.15 -3.66 -3.43  -0.3442
F11 -3.79 1.64 -1.10  -0.3380
O1 -1.38 3.65 5.04  -0.9259
O2 0.26 1.26 5.16  -0.8709
O3 -1.71 -5.79 -1.54  -1.0097
O4 3.56 -1.36 -3.13  -0.9243
O5 0.52 5.16 4.99  -0.8941
O6 -2.46 -0.59 -3.89  -1.0425
O7 -2.34 -4.88 -3.77  -0.9914
O8 0.18 -0.46 1.00  -0.9792
O9 -0.92 3.64 0.95  -0.9757
O10 -3.33 1.62 -4.24  -1.0131
O11 0.70 -0.06 -1.32  -0.9896
O12 2.02 -4.54 1.14  -0.9206
O13 -4.79 -0.12 -3.31  -0.9449
O14 1.04 1.72 0.29  -1.0966
O15 2.12 2.86 5.21  -0.8672
O16 -3.12 -3.82 -1.71  -0.9931
N1 0.34 3.26 3.26  -1.2392
C1 -0.51 -3.58 -2.27  0.6971
C2 2.75 -0.32 0.39  0.7173
C3 -2.90 0.79 -1.67  0.7012
H1 -0.53 2.93 0.40  0.4954
H2 -0.51 3.52 1.82  0.4538
H3 2.59 -5.17 0.69  0.4655
H4 3.87 -1.23 -2.23  0.4740
H5 2.57 -3.77 1.28  0.4570
H6 3.47 -0.47 -3.47  0.4510

Its net charge is -1. As for the strongest force on any atom: 6.7 eV Å⁻¹. The calculation puts the total energy at -170507.2644 eV. For the HOMO energy, the calculation gives -4.920 eV. The HOMO-LUMO gap is 5.04 eV.


Entry 10:
Computed, not measured: C3H6F2N2 in the gas phase, with ωB97M-V/def2-TZVPD.

Each line ends with the natural charge from an NBO analysis.
Element x y z (Å)
F1 3.26 -1.51 -0.17  -0.2285
F2 3.86 1.02 -0.37  -0.2289
N1 2.49 -0.64 0.62  0.0835
N2 2.81 0.71 0.51  0.0891
C1 -0.73 -0.51 0.01  -0.6059
C2 0.29 0.57 0.38  -0.4150
C3 1.65 0.22 -0.17  -0.0010
H1 -1.70 -0.24 0.40  0.2196
H2 -0.43 -1.46 0.43  0.2157
H3 -0.01 1.53 -0.04  0.2177
H4 1.73 0.11 -1.25  0.2236
H5 0.37 0.67 1.46  0.2251
H6 -0.81 -0.61 -1.07  0.2050

Its SMILES is CCC1N(F)N1F. Its net charge is 0. As for the strongest force on any atom: 3.0 eV Å⁻¹. The calculation puts the total energy at -11617.8443 eV. For the HOMO energy, the calculation gives -10.104 eV. For the relative energy (zero: lowest compared OMol25 entry of this formula, charge and spin), the calculation gives 529.7 kJ/mol. The HOMO-LUMO gap is 11.15 eV.


Entry 11:
Computed, not measured: C3H6F2S in the gas phase, with ωB97M-V/def2-TZVPD.

Each line ends with the natural charge from an NBO analysis.
Element x y z (Å)
S1 -0.90 1.55 -1.93  -0.0744
F1 0.80 -0.40 -1.28  -0.3445
F2 -0.96 -2.17 -0.37  -0.3422
C1 0.19 0.92 0.48  -0.6801
C2 -1.52 -1.00 -0.57  0.0577
C3 -0.21 0.30 -0.79  0.2444
H1 -2.11 -0.80 0.26  0.1511
H2 -2.04 -1.03 -1.54  0.1573
H3 1.05 1.63 0.46  0.2361
H4 0.34 0.14 1.23  0.2294
H5 -0.55 0.97 -3.09  0.1448
H6 -0.70 1.46 0.78  0.2204

Its SMILES is C[C@](F)(S)CF. Its net charge is 0. As for the strongest force on any atom: 4.8 eV Å⁻¹. The calculation puts the total energy at -19477.1416 eV. For the HOMO energy, the calculation gives -9.317 eV. For the relative energy (zero: lowest compared OMol25 entry of this formula, charge and spin), the calculation gives 131.8 kJ/mol. The HOMO-LUMO gap is 10.11 eV.


Entry 12:
Computed, not measured: C3H6F3NO in the gas phase, with ωB97M-V/def2-TZVPD.

Each line ends with the natural charge from an NBO analysis.
Element x y z (Å)
F1 2.79 1.39 0.38  -0.3129
F2 3.06 0.10 -1.29  -0.3320
F3 3.68 -0.55 0.78  -0.3602
O1 1.36 -1.87 -0.07  -0.7009
N1 0.48 0.45 -0.40  -0.6405
C1 1.28 -0.53 0.29  0.1779
C2 2.68 0.12 0.00  0.9487
C3 -0.92 0.55 -0.07  -0.4308
H1 1.57 -2.05 -0.95  0.4806
H2 -1.47 -0.31 0.28  0.1855
H3 1.15 -0.46 1.34  0.1987
H4 -0.79 1.20 0.81  0.1977
H5 -1.62 0.88 -0.82  0.2161
H6 0.66 0.40 -1.44  0.3720

Its SMILES is CN[C@@H](O)C(F)(F)F. Its net charge is 0. As for the strongest force on any atom: 3.8 eV Å⁻¹. The calculation puts the total energy at -14897.6548 eV. For the HOMO energy, the calculation gives -9.726 eV. For the relative energy (zero: lowest compared OMol25 entry of this formula, charge and spin), the calculation gives 97.7 kJ/mol. The HOMO-LUMO gap is 10.47 eV.


Question: Which value of net charge does entry 10 give?
Answer: 0